Molecular formula: C3H9N2
Method: DFT, the ωB97M-V functional and the def2-TZVPD basis

Structure (XYZ):
```
14
Properties=species:S:1:pos:R:3:mulliken_spin:R:1
C -1.7334 0.3035 0.8504 0.11
C -1.3039 -0.1036 -0.5567 0.04
N 2.5490 -0.1612 -0.1337 0.42
C 1.3475 0.2269 -0.5346 -0.14
N 0.2179 -0.4159 -0.3291 0.57
H -1.9686 -0.5944 1.4213 0.00
H -1.0624 0.9838 1.3840 0.01
H -2.5891 0.9491 0.7419 0.03
H -1.7481 -1.0555 -0.8152 0.01
H -1.2174 0.5699 -1.3905 -0.01
H 2.5143 -1.1823 -0.0272 -0.01
H 3.4026 0.4042 -0.1882 -0.01
H 1.3697 1.3022 -0.7373 0.00
H 0.2219 -1.2266 0.3147 -0.02
```

Properties
E_HOMO (spin up / spin down)   -0.8212 / -0.8201 Ha
Gap between HOMO and LUMO (spin up / spin down)   0.4390 / 0.2646 hartree
DFT total energy   -6214.824 eV
2S+1   2
Molecular weight   73.119 g/mol
Relative energy (zero: lowest compared OMol25 entry of this formula, charge and spin)   64.7 kcal per mole
Maximum force   4.70 eV Å⁻¹
Net charge   +2